No. 1
ORCA calculation (ωB97M-V/def2-TZVPD) on a molecular structure, C22H28IrN3O5Si2.

```
61
Properties=species:S:1:pos:R:3:lowdin_charge:R:1
Ir -0.72906 -0.07741 0.77989 1.317
Si 1.66785 -0.59447 -1.71562 0.464
Si 2.00614 -0.43376 1.55524 0.435
O -3.85326 -1.13246 -2.87080 0.114
O -5.71862 -0.05983 1.39331 0.128
O -6.39539 -0.92660 -1.35287 0.156
O -1.64913 -0.40467 -0.96818 -0.185
O -2.71443 0.20936 1.49304 -0.150
N -0.66091 -2.09778 0.92746 -0.054
N -0.72044 6.04868 -0.51686 0.134
N -0.69322 1.97881 0.38434 -0.084
C 0.22537 2.81527 0.88375 -0.122
C -1.11671 -4.39963 1.00322 -0.044
C -3.97932 -0.82015 -1.70900 -0.289
C 1.32371 1.19099 -2.16180 -0.162
C 0.89796 -3.58913 -0.04667 -0.013
C -1.46753 -3.09568 1.28490 -0.065
C -1.69315 3.85334 -0.71110 0.017
C 0.07770 -4.63910 0.32690 -0.039
C 0.49900 -2.29646 0.27269 -0.374
C -5.29627 -0.70354 -0.93291 -0.241
C -1.64263 2.51754 -0.39746 -0.089
C 2.94527 -1.81479 2.40297 -0.165
C 3.51334 -0.93137 -1.87785 -0.171
C 0.25426 4.16322 0.62573 0.005
C 3.19861 0.98701 1.27864 -0.170
C -3.47282 -0.13828 0.50056 -0.328
C 1.09609 -0.95715 0.03952 -0.441
C -4.94223 -0.25336 0.49118 -0.274
C -0.72554 4.72555 -0.20148 -0.306
C 0.61203 0.07554 2.78460 -0.210
C 0.74814 -1.68070 -2.92844 -0.158
C -2.95131 -0.46369 -0.74033 -0.298
H 0.36574 -5.65509 0.08939 0.113
H -0.33002 -1.55923 -2.81169 0.031
H 1.75986 1.91156 -1.46675 0.015
H -2.38736 1.84554 -0.79547 0.112
H -1.52777 6.44890 -0.96005 0.106
H 3.76015 -1.95447 -1.58177 0.027
H 4.11069 -0.25464 -1.26265 0.016
H -2.48520 4.21592 -1.35235 0.122
H 0.89198 0.99974 3.29338 0.047
H 3.35046 1.56603 2.19364 0.040
H 2.28559 -2.65463 2.63318 0.033
H 4.17065 0.58446 0.98687 0.033
H 3.74496 -2.18522 1.75635 0.038
H 1.01316 -1.38995 -3.94870 0.038
H -0.49683 0.30536 2.57293 0.014
H 3.83482 -0.80450 -2.91476 0.032
H 0.97594 2.37645 1.52240 0.079
H -0.13654 6.67817 0.00322 0.104
H 0.50239 -0.71955 3.52302 0.051
H 1.73145 1.40072 -3.15427 0.038
H 0.24561 1.35785 -2.20056 0.024
H -1.76791 -5.21037 1.29421 0.108
H 1.82507 -3.75980 -0.57656 0.120
H 0.99269 -2.73924 -2.81915 0.026
H 2.87899 1.66993 0.49114 0.014
H 3.39992 -1.47974 3.33873 0.038
H -2.38657 -2.82144 1.78692 0.131
H 1.03458 4.77192 1.06274 0.117
```

The calculation puts the electronic energy at -56572.46927 eV. The value obtained for the relative energy (zero: lowest compared OMol25 entry of this formula, charge and spin) is 0.000 eV. The calculation puts the LUMO energy at 0.15 eV. For the HOMO energy, the calculation gives -7.52 eV. The value obtained for the maximum force is 0.2 eV/Å.

***

No. 2
ORCA calculation (ωB97M-V/def2-TZVPD) on a molecular structure, C22H28KN2O4P at a distorted geometry.

```
58
Properties=species:S:1:pos:R:3:lowdin_charge:R:1
K -0.77940 -1.55821 -0.20941 0.863
P 0.56337 1.03300 -0.92562 0.988
O -2.21704 -3.37112 -0.92071 -0.317
O -2.89143 -0.56903 -0.62876 -0.341
O 1.63283 -3.07751 0.93431 -0.010
O -0.96324 0.24607 2.36430 -0.006
N 1.43303 -2.83600 3.18829 -0.068
N 0.47823 -1.31644 1.67329 -0.034
C 1.18091 3.80361 -4.57669 -0.093
C 0.78633 2.20135 -2.33301 -0.389
C -3.65057 -1.64526 -0.13681 -0.206
C 1.83690 1.56305 1.50541 -0.103
C 2.03114 3.90829 -3.48715 -0.081
C -1.90823 -4.35846 -1.87257 -0.087
C -3.62718 0.51339 -1.14363 -0.079
C 0.06676 -1.09898 4.02179 0.005
C 2.10571 0.06045 -1.20983 -0.253
C -3.52227 -2.86063 -1.05208 -0.201
C 0.86071 -2.16449 4.22039 -0.075
C -0.17954 -0.65755 2.65515 -0.570
C 1.18629 -2.41013 1.86915 -0.585
C 2.14560 2.34423 2.60323 -0.076
C 2.23882 -4.01253 3.40026 -0.036
C 1.07365 2.08567 0.46758 -0.390
C 0.92048 4.17061 1.66066 -0.086
C 0.12120 2.91271 -4.53778 -0.094
C 1.70680 3.65516 2.67689 -0.090
C -0.07674 2.11820 -3.42066 -0.110
C 0.59203 3.38739 0.56992 -0.103
C 1.83669 3.11295 -2.37425 -0.097
H -2.63673 -5.17803 -1.85594 0.097
H 2.84993 4.61356 -3.50801 0.103
H 2.13089 -0.76694 -0.50413 0.012
H -3.70581 -2.55364 -2.09288 0.137
H 2.15754 0.53377 1.46962 0.092
H -0.04181 3.78544 -0.21245 0.106
H 2.49843 3.20116 -1.52256 0.109
H 1.07601 -2.55164 5.21116 0.121
H -2.93168 1.34764 -1.19945 0.087
H 2.49054 -4.09739 4.45635 0.084
H -0.92710 -4.74819 -1.61642 0.100
H -3.25349 -1.91059 0.85006 0.133
H 2.71915 1.92213 3.41567 0.103
H -0.90906 1.42239 -3.38696 0.090
H -0.39223 -0.57426 4.84245 0.101
H 2.07299 -0.33649 -2.22661 0.048
H -0.55126 2.83796 -5.38112 0.099
H 3.15009 -3.93222 2.80692 0.092
H -4.25971 -3.63238 -0.78078 0.138
H 1.70016 -4.90821 3.07993 0.093
H -4.45485 0.79322 -0.48614 0.096
H 1.34377 4.41547 -5.45311 0.100
H -1.87902 -3.93793 -2.88557 0.099
H 1.96181 4.26777 3.53050 0.099
H 0.54741 5.18180 1.72745 0.100
H -4.02721 0.30347 -2.14315 0.096
H -4.70159 -1.36509 -0.02869 0.133
H 2.99097 0.68744 -1.08781 0.052
```

The calculation puts the electronic energy at -60052.63935 eV. The value obtained for the relative energy (zero: lowest compared OMol25 entry of this formula, charge and spin) is 1.226 eV. The calculation puts the LUMO energy at 0.06 eV. For the HOMO energy, the calculation gives -7.82 eV. The value obtained for the maximum force is 1.6 eV/Å.

***

No. 3
ORCA calculation (ωB97M-V/def2-TZVPD) on C22H28N2O5 in the gas phase.

```
57
Properties=species:S:1:pos:R:3:lowdin_charge:R:1
O -0.09719 -0.26031 -5.44835 0.094
O -0.85730 -6.26274 0.13795 0.113
O 0.77611 -5.05416 -0.77332 0.098
O -1.42228 -1.68234 2.12478 0.062
O -1.31625 1.24702 -4.29321 -0.013
N 1.21683 -1.04209 -3.17926 0.141
N 0.18184 -0.38398 1.22231 -0.053
C -1.97004 1.63755 -5.49913 -0.216
C 0.44342 4.06935 5.11337 -0.089
C -0.17468 -5.12664 -0.03714 -0.526
C -0.48118 -1.55909 1.36190 -0.439
C -0.18940 0.70218 2.10758 -0.151
C 2.75878 -2.28726 -1.70835 -0.003
C 0.17338 0.39783 -1.83804 -0.144
C 0.26498 -0.05366 -3.14844 -0.118
C -0.66689 3.90114 5.92216 -0.098
C 0.02037 -2.70356 0.50434 -0.084
C 0.20852 1.81536 4.29800 -0.242
C -0.38069 0.28788 -4.40136 -0.432
C 1.09789 -0.35802 -1.08405 -0.143
C -0.73222 -3.99781 0.78348 -0.081
C 0.87599 3.03268 4.30485 -0.047
C -1.15370 2.66667 -6.26856 -0.061
C -1.34221 2.69198 5.91817 -0.084
C -0.71925 1.46278 -1.30846 -0.011
C -0.90775 1.65716 5.11025 -0.040
C 1.72930 -1.24249 -1.95037 -0.255
C 1.35816 -0.20287 0.38620 -0.091
C 0.64838 0.69905 3.39697 -0.123
H -0.13279 2.23207 -0.80640 0.084
H -1.79466 -3.88705 0.56070 0.139
H 3.38412 -2.40671 -2.59052 0.084
H 2.28498 -3.24765 -1.49665 0.065
H 2.14813 -0.89918 0.68921 0.122
H -1.00423 4.70911 6.55452 0.099
H -1.41741 1.04420 -0.58473 0.086
H -0.94625 3.52922 -5.63958 0.077
H 1.74584 3.16927 3.67707 0.110
H -2.20919 2.55552 6.54794 0.102
H -0.09351 -2.43636 -0.54624 0.128
H -2.13501 0.74896 -6.11740 0.121
H -1.70699 2.98951 -7.14581 0.077
H -0.66428 -4.26634 1.83991 0.138
H 1.46073 -1.53121 -4.02654 0.167
H -0.21205 2.22670 -6.58749 0.075
H 0.97480 5.01010 5.11232 0.100
H 1.72059 0.81181 0.57467 0.133
H -2.92850 2.05288 -5.18008 0.124
H -1.24166 0.56814 2.36775 0.125
H 3.39365 -2.02277 -0.86715 0.080
H -0.07064 1.65502 1.58778 0.119
H 1.70591 0.80900 3.14609 0.114
H -1.28055 1.91785 -2.11705 0.069
H -1.43432 0.71385 5.10733 0.118
H 1.08383 -2.85825 0.69331 0.128
H 0.50535 -0.26290 3.89243 0.123
H -0.47879 -6.97640 -0.39961 0.131
```

The SMILES is CCOC(=O)c1[nH]c(C)c(CN(CCc2ccccc2)C(=O)CCC(=O)O)c1C. The calculation puts the electronic energy at -36488.38935 eV. The value obtained for the relative energy (zero: lowest compared OMol25 entry of this formula, charge and spin) is 0.000 eV. The calculation puts the LUMO energy at 0.59 eV. For the HOMO energy, the calculation gives -8.29 eV. The value obtained for the maximum force is 0.7 eV/Å.

***

No. 4
ORCA calculation (ωB97M-V/def2-TZVPD) on 2 unconnected molecules or ions with the total composition C22H28N2O7P at a distorted geometry.

```
60
Properties=species:S:1:pos:R:3:lowdin_charge:R:1
P -0.09764 -2.94232 4.31930 0.542
O 0.83464 -4.23846 3.92333 -0.116
O 0.93932 -1.84358 5.00053 -0.129
O 2.76156 1.18675 -3.52030 0.169
O -2.10793 -4.06874 1.95182 0.153
O -2.63322 -1.84137 -1.25341 0.117
O -1.12397 -3.25983 5.32057 -0.245
O -2.63862 3.89339 0.32516 -0.110
N 2.20006 3.32444 -3.84608 0.089
N -2.98145 -1.88055 1.62303 0.121
C -0.44510 0.41446 3.26296 -0.085
C -0.28967 -1.96165 -1.38881 -0.155
C 2.64810 4.50628 -3.04694 0.035
C 1.50799 -1.79414 1.25504 0.135
C 1.17258 -3.89699 -1.88514 -0.057
C -3.56988 2.84906 0.71069 -0.226
C 0.50845 -2.01839 1.89936 -0.117
C 2.10090 -3.02275 -2.54754 -0.076
C -2.89418 2.01356 1.87375 -0.164
C -1.63501 -0.20440 0.22672 -0.020
C -1.34974 -0.73295 2.86576 -0.206
C -2.30990 -0.55104 1.60681 -0.367
C -3.39754 0.52841 1.95471 -0.112
C -0.02950 -3.36685 -1.31084 -0.017
C 4.49039 2.40969 -4.64012 0.050
C 3.18281 2.21566 -3.95184 -0.392
C -2.02263 -2.88164 2.05703 -0.360
C -1.61195 -1.36662 -0.81048 -0.322
C -0.75276 -2.19195 2.75308 -0.274
C 0.62578 -1.04642 -2.01642 -0.050
C 1.82239 -1.61099 -2.58769 -0.098
C 0.08001 1.32650 3.85849 0.134
H 1.78734 5.15730 -2.91012 0.115
H -0.75941 -4.03564 -0.82081 0.124
H 0.45379 2.17869 4.43621 0.057
H 1.96436 3.62279 -4.79814 0.199
H -3.01638 2.55196 2.84479 0.125
H 3.00910 -3.44028 -3.01425 0.101
H -3.70763 -1.98142 2.33918 0.157
H -2.13134 0.65855 -0.28697 0.120
H -0.59220 0.13960 0.44085 0.115
H 3.01287 4.15880 -2.08203 0.121
H 1.65671 -1.61909 4.38094 0.070
H -2.11067 -0.87728 3.68058 0.161
H -4.28460 0.38607 1.29759 0.133
H -3.70859 0.33606 3.01423 0.125
H -1.80831 3.47312 0.05379 0.064
H -4.47149 3.36819 1.09339 0.127
H -3.74194 2.24059 -0.20633 0.112
H 5.18866 1.65258 -4.29043 0.115
H 2.56750 -0.96773 -3.12035 0.071
H 0.44412 0.04154 -2.07294 0.094
H 2.27082 -1.40933 0.56872 0.064
H 1.58302 -3.95534 3.36398 0.073
H 1.38587 2.86460 -3.42533 0.188
H 4.91074 3.39162 -4.41815 0.093
H 3.42469 5.03135 -3.59710 0.107
H 1.40399 -4.98219 -1.85190 0.112
H -1.79627 2.05715 1.65594 0.089
H 4.34928 2.30996 -5.71874 0.119
```

The calculation puts the electronic energy at -49859.04885 eV. The calculation puts the LUMO energy at -4.34 eV. The charge is +1. For the HOMO energy, the calculation gives -11.27 eV. The value obtained for the maximum force is 3.0 eV/Å.

***

Q: The lowest electronic energy belongs to which entry?
A: C22H28KN2O4P

***

Q: Look up the electronic energy of the second one.
A: -60052.63935 eV